Entry 1:
{
  "formula": "C5H15NO2",
  "method": "ωB97M-V/def2-TZVPD",
  "species": ["C", "C", "C", "C", "C", "N", "H", "H", "H", "H", "H", "H", "H", "H", "H", "H", "H", "H", "H", "O", "H", "H", "O"],
  "positions_angstrom": [[-0.95525, 1.20151, -0.20130], [0.14241, 1.60616, 0.76371], [-0.00544, 0.73515, 2.08354], [-0.41480, -0.62639, 1.95675], [-0.28568, -1.64816, 2.81454], [1.35739, 1.38825, 0.01046], [-0.82353, 0.19400, -0.63511], [-0.92466, 2.00311, -0.96311], [-1.94301, 1.28586, 0.25240], [-0.02351, 2.69480, 1.00776], [0.65967, 1.00221, 2.88517], [-1.71440, -1.31162, -3.22759], [-0.86680, -1.02800, 1.04324], [-0.65861, -2.63596, 2.47908], [0.00109, -1.41755, 3.82484], [2.05610, 0.92965, 0.47714], [1.25444, 1.08699, -0.97000], [0.75207, -0.81208, -1.89453], [1.16683, -2.01942, -1.07096], [0.36073, -1.70207, -1.58080], [-1.63721, -1.86368, -3.74077], [1.50813, 0.49029, -3.06546], [0.99404, 0.44697, -2.24900]],
  "atomic_forces_ev_per_a": [[-1.08, 0.85, -0.40], [-1.93, 0.35, 0.49], [2.27, -1.71, -3.06], [-0.75, 0.65, -1.71], [-0.57, 0.01, 1.11], [-1.06, 1.44, 0.79], [-0.06, 0.74, 0.18], [-0.12, -0.76, -0.08], [-0.08, -0.10, 0.01], [0.43, -1.07, 0.19], [-0.42, 0.34, 0.98], [0.03, -0.42, -0.42], [0.18, 1.18, -0.22], [0.67, 0.53, 0.61], [0.34, -0.61, 0.47], [2.34, -1.06, 1.22], [-0.09, 0.04, 1.32], [-0.73, -0.54, 0.04], [-1.39, 0.07, -0.80], [1.86, -0.65, 1.14], [-0.08, 0.43, 0.37], [0.23, 0.03, -0.54], [0.01, 0.22, -1.70]],
  "mulliken_charge": [-1.61, 0.67, -0.25, 0.28, -0.70, -0.48, 0.28, 0.45, 0.42, 0.23, 0.43, -0.21, 0.19, 0.31, 0.30, 0.21, 0.32, 0.31, 0.31, -0.53, 0.19, 0.28, -0.42],
  "spin_multiplicity": 2,
  "charge": 1,
  "de_lowest_kj_mol": 695.0,
  "s_squared": 0.76
}

***

Entry 2:
{
  "formula": "C5H15NO2",
  "method": "ωB97M-V/def2-TZVPD",
  "species": ["C", "C", "N", "C", "C", "C", "H", "H", "H", "H", "H", "H", "H", "H", "H", "H", "H", "H", "H", "O", "H", "H", "O"],
  "positions_angstrom": [[1.26433, -2.60728, 0.72729], [0.47441, -1.66766, -0.33857], [-1.36167, 0.27614, -1.48912], [-0.29072, 0.72521, -0.62413], [0.61765, -0.15806, -0.15919], [-0.25937, 2.25035, -0.38399], [2.15372, -3.03338, 0.09219], [0.51042, -3.36171, 1.05066], [1.60845, -2.22028, 1.57432], [0.91182, -1.76233, -1.45417], [-0.68693, -1.97431, -0.23252], [-2.04456, 0.97732, -1.86647], [-1.27656, -0.49889, -2.12144], [1.53027, 0.07055, 0.43022], [-1.14217, 2.52442, 0.14877], [-0.70653, 2.75468, -1.30021], [0.70441, 2.73145, -0.21623], [-3.81866, 0.48306, 3.46393], [-4.20332, 1.71897, 4.34897], [-3.76351, 0.96672, 4.25060], [4.23385, -0.28130, -1.74308], [2.67382, 0.05857, -2.14217], [3.54425, 0.11138, -2.36778]],
  "atomic_forces_ev_per_a": [[-1.18, -2.12, -6.18], [-1.04, 0.10, 0.19], [1.82, 2.53, 1.68], [-3.60, 2.26, -3.34], [1.66, -3.58, 1.40], [-1.38, -0.61, -2.78], [-1.75, 0.27, 1.68], [0.95, 0.11, -0.59], [1.48, 2.43, 3.29], [-1.12, -0.48, 2.17], [2.68, 0.78, -0.92], [1.15, -0.69, 0.78], [0.24, -0.75, 0.35], [-0.83, 0.72, -0.58], [0.00, 0.22, 1.97], [1.23, -0.78, 0.19], [-0.31, -0.39, 0.69], [-0.77, -0.27, -1.69], [-3.18, 4.66, -0.20], [3.94, -4.40, 1.89], [-2.19, 0.72, -1.04], [-3.18, -0.65, 1.61], [5.39, -0.07, -0.58]],
  "mulliken_charge": [-1.13, -0.19, -0.34, 0.66, -0.47, -1.36, 0.26, 0.31, 0.48, 0.30, 0.30, 0.30, 0.26, 0.43, 0.42, 0.40, 0.37, 0.30, 0.30, -0.59, 0.35, 0.28, -0.62],
  "spin_multiplicity": 2,
  "charge": 1,
  "de_lowest_kj_mol": 304.4,
  "s_squared": 0.76
}

***

Entry 3:
{
  "formula": "C5H15NO3",
  "method": "ωB97M-V/def2-TZVPD",
  "species": ["C", "C", "C", "C", "C", "N", "H", "H", "H", "H", "H", "H", "H", "H", "H", "O", "H", "H", "O", "H", "H", "O", "H", "H"],
  "positions_angstrom": [[-0.33037, 0.68775, 3.19826], [0.71496, 1.00155, 2.36176], [0.59287, 1.43613, 0.90605], [1.88816, 0.89374, 0.18659], [-0.30907, 2.17321, 0.24090], [-0.15463, 2.47345, -1.15534], [-1.44395, 0.89395, 2.78710], [-0.43865, 0.44315, 4.26449], [1.71181, 1.11141, 2.77838], [2.77536, 1.37316, 0.20810], [1.79677, 1.02026, -0.88220], [1.94541, -0.13322, 0.58136], [-1.36372, 2.21934, 0.63218], [0.65717, 2.06478, -1.59349], [-1.01553, 2.06457, -1.66080], [-2.24335, 0.08308, -2.17187], [-2.86556, -0.09864, -1.42670], [-1.75115, -0.72776, -2.24480], [1.30550, -3.80126, -0.28995], [0.35899, -3.35793, -0.12654], [1.84097, -3.49236, 0.49285], [-0.95767, -2.71338, -1.73822], [-0.05963, -2.76393, -1.71456], [-1.24110, -3.63271, -1.76904]],
  "atomic_forces_ev_per_a": [[-2.00, 1.47, -2.23], [-2.87, 0.66, 1.15], [2.76, -0.26, 0.72], [-4.08, -0.92, 0.06], [-0.77, -1.86, -0.68], [-2.81, -0.53, 0.01], [2.62, -0.86, 0.55], [1.10, 0.09, -0.54], [0.10, -0.52, -0.13], [3.06, 1.89, 1.66], [-0.64, -1.23, -0.56], [0.47, 0.21, -0.85], [1.30, 0.74, -0.32], [0.00, 0.04, 0.25], [1.77, 0.98, 0.87], [-1.17, 0.46, 1.02], [0.75, 0.26, -0.93], [0.43, -0.74, -0.05], [-2.31, 1.94, 1.65], [3.13, -1.48, -0.13], [-0.86, -0.46, -1.23], [-3.99, 0.08, 0.09], [4.23, -0.01, -0.25], [-0.21, 0.04, -0.15]],
  "mulliken_charge": [-0.71, -0.24, 0.58, -1.47, -0.11, -0.63, 0.11, 0.30, 0.34, 0.39, 0.34, 0.27, 0.27, 0.28, 0.28, -0.63, 0.31, 0.32, -0.68, 0.37, 0.33, -0.67, 0.33, 0.33],
  "de_lowest_kj_mol": 367.1,
  "smiles": "C=C/C(C)=C/N.O.O.O"
}

***

Entry 4:
{
  "formula": "C5H15NO3S",
  "method": "ωB97M-V/def2-TZVPD",
  "species": ["C", "N", "C", "C", "S", "C", "O", "C", "H", "H", "H", "H", "H", "H", "H", "H", "H", "H", "H", "H", "H", "O", "H", "H", "O"],
  "positions_angstrom": [[-0.25085, 1.29430, 1.49492], [0.34628, 0.19655, 0.75472], [0.81458, 0.38687, -0.61020], [2.31342, 0.60671, -0.70519], [2.90257, 2.25209, -0.00973], [0.33314, -0.79540, -1.50200], [-1.00055, -0.65037, -1.92192], [-1.32515, 2.08543, 0.74297], [0.53809, 1.99535, 1.83281], [-0.55026, 0.92721, 2.47601], [1.02239, -0.32062, 1.30913], [0.23602, 1.19020, -1.07636], [2.85794, -0.06340, -0.03967], [2.64945, 0.53851, -1.74040], [0.39122, -1.73107, -0.90826], [1.00879, -0.97414, -2.36803], [-1.09320, 3.13146, 0.66625], [-1.41286, 1.64753, -0.25485], [-2.30746, 1.80662, 1.14341], [-3.00349, -2.21484, -1.36346], [-1.67173, -1.48599, -1.10461], [-2.34321, -2.27695, -0.66684], [0.03851, -1.86652, 1.66019], [-0.56391, -2.86647, 0.73008], [0.07028, -2.81307, 1.46103]],
  "atomic_forces_ev_per_a": [[1.73, 1.06, 0.66], [-0.85, -0.58, 0.11], [-0.07, -0.66, -0.88], [0.31, 1.44, 0.75], [-0.10, -0.07, -0.26], [-0.95, -0.71, 0.01], [0.61, 0.04, 0.51], [-0.41, -2.08, -0.18], [-0.07, 0.17, -0.55], [-0.80, -0.47, -0.04], [0.15, 0.56, -0.17], [0.52, 0.34, 0.28], [-0.13, -0.68, -0.44], [0.04, -0.23, 0.08], [0.41, 0.12, 0.05], [0.02, 0.44, 0.14], [-0.20, 0.45, 0.14], [0.21, 0.27, -0.13], [-0.04, 0.76, 0.29], [-0.08, -0.23, 0.08], [-0.07, 0.10, -0.52], [0.08, 0.12, 0.18], [-0.08, -0.03, -0.30], [-0.12, 0.01, -0.08], [-0.14, -0.14, 0.27]],
  "mulliken_charge": [-0.62, -0.10, 0.24, -1.06, -0.81, -0.81, -0.90, -1.01, 0.24, 0.41, 0.49, 0.15, 0.21, 0.38, 0.06, 0.34, 0.26, 0.33, 0.33, 0.23, 0.54, -0.83, 0.35, 0.32, -0.72],
  "charge": -2,
  "de_lowest_kj_mol": 53.1
}

***

Entry 5:
{
  "formula": "C5H15NOSi",
  "method": "ωB97M-V/def2-TZVPD",
  "species": ["C", "C", "O", "Si", "N", "C", "C", "C", "H", "H", "H", "H", "H", "H", "H", "H", "H", "H", "H", "H", "H", "H", "H"],
  "positions_angstrom": [[2.89280, 0.78075, 0.75620], [2.10843, -0.53243, 0.96481], [1.41769, -0.92324, -0.20492], [-0.07115, -1.10728, -0.71327], [0.00968, -1.02121, -2.43386], [-1.29559, 0.43093, -0.26680], [-1.07124, 1.05812, 1.02211], [-2.77988, 0.01317, -0.41186], [3.92657, 0.73213, 0.42055], [2.52863, 1.49515, 0.08941], [2.76587, 1.36255, 1.61503], [1.54006, -0.55369, 1.79724], [2.88986, -1.34042, 1.26896], [-0.67785, -2.35113, -0.31835], [-0.92063, -1.08744, -2.79368], [0.58795, -1.82941, -2.81470], [-1.21713, 1.35200, -0.90168], [-1.61391, 0.60261, 1.87644], [-0.04719, 1.16263, 1.25689], [-1.48157, 2.13983, 0.97724], [-2.90781, -0.97736, 0.02538], [-3.19100, -0.17287, -1.32003], [-3.39260, 0.76663, 0.10889]],
  "atomic_forces_ev_per_a": [[0.05, -1.02, 0.10], [4.08, -1.10, -2.62], [1.66, -0.08, 0.90], [-2.19, 2.78, -0.82], [1.71, -1.69, -0.32], [-0.35, -0.99, -2.83], [-1.78, 2.33, 2.55], [1.19, 0.03, 3.20], [0.15, -0.64, 0.55], [-1.56, 0.51, -1.82], [0.62, 0.66, 1.98], [-2.49, 0.61, 2.54], [-1.08, 1.02, -1.00], [-0.30, -0.72, 0.66], [-0.53, -0.06, -0.64], [-1.12, 1.45, 0.35], [0.68, -1.38, -0.63], [0.47, -0.07, -0.32], [1.23, 0.10, 0.47], [0.53, -1.49, 0.32], [-0.20, 0.06, 0.84], [-0.71, 0.15, -3.35], [-0.07, -0.44, -0.10]],
  "mulliken_charge": [-1.26, -0.42, -0.16, 0.10, -0.54, 0.72, -1.47, -1.61, 0.34, 0.43, 0.41, 0.47, 0.27, -0.15, 0.23, 0.23, 0.16, 0.27, 0.38, 0.38, 0.39, 0.47, 0.35],
  "de_lowest_kj_mol": 134.1,
  "smiles": "CCO[Si@H](N)C(C)C"
}

***

Asked for electronic energy across the records above, the calculation gives -10998.6853 -11002.7344 -13057.9755 -23894.3596 -16843.6776 eV in order.